(1)
The following is a DFT calculation (ωB97M-V/def2-TZVPD) of 2 unconnected molecules or ions with the total composition C4H9N2.

```
15
Properties=species:S:1:pos:R:3:forces:R:3:lowdin_charge:R:1
C -2.092 -1.297 0.337 2.382 2.493 -0.431 0.360
C -0.512 1.687 0.447 0.410 0.855 0.137 -0.003
C -0.524 1.370 -1.018 -6.305 -0.766 3.097 0.027
C 1.860 -1.246 0.212 2.031 -0.231 -0.035 -0.038
N -1.264 -0.529 0.183 -2.061 -0.926 0.281 0.097
N -0.357 0.319 0.003 1.442 0.492 -0.555 -0.101
H -2.642 -2.128 0.377 -2.176 -2.896 0.382 0.091
H 1.705 -1.054 -0.811 -1.228 0.849 -1.143 0.008
H 0.494 2.075 0.692 -1.055 -0.008 0.811 0.141
H -1.443 1.895 1.020 1.029 0.208 -0.579 0.150
H -1.505 1.392 -1.517 0.768 -0.062 0.040 0.149
H 0.304 1.531 -1.480 4.864 1.005 -3.276 0.060
H 1.411 -2.159 0.479 -0.367 -1.329 0.316 0.011
H 2.936 -1.338 0.128 0.418 -0.502 0.852 0.039
H 1.630 -0.516 0.949 -0.151 0.819 0.103 0.010
```
Positions in Å, forces in eV/Å.

Its charge is +1. The energy above the lowest of the compared OMol25 structures with the same formula, charge and spin comes out at 598.6 kJ/mol.

(2)
The following is a DFT calculation (ωB97M-V/def2-TZVPD) of 2 unconnected molecules or ions with the total composition C6H12O.

```
19
Properties=species:S:1:pos:R:3:forces:R:3:lowdin_charge:R:1
C 0.153 0.387 2.389 0.618 1.006 -0.199 -0.187
C -0.652 -0.650 1.578 0.295 0.857 0.652 -0.331
C -0.855 -0.159 0.180 0.306 0.363 1.109 -0.231
C -0.937 -0.849 -1.014 -1.185 1.682 0.234 -0.215
C -1.351 -0.164 -2.195 0.985 -0.787 0.117 -0.318
C -1.255 -0.638 -3.481 -0.020 -0.352 -0.581 -0.155
H 0.249 0.283 3.484 -0.303 -0.502 -0.223 0.046
H -0.271 1.388 2.231 -0.163 -0.128 0.047 0.048
H 1.171 0.494 1.991 -0.036 -0.251 -0.018 0.044
H -1.609 -0.678 2.123 -0.239 -0.585 0.053 0.075
H -0.112 -1.580 1.704 -0.230 -0.596 -0.316 0.086
H -1.174 0.881 0.254 -0.037 0.110 -0.572 0.066
H -0.807 -1.902 -0.923 0.357 -0.888 -0.601 0.073
H -1.538 0.893 -2.076 -0.189 0.278 0.202 0.067
H -0.912 -1.656 -3.608 0.005 -0.170 -0.243 -0.008
H -1.348 -0.040 -4.387 -0.165 0.005 0.341 -0.021
H 3.280 1.835 0.146 0.001 -0.119 0.455 0.025
H 4.142 1.091 1.262 -0.524 0.363 -0.549 0.027
O 3.827 1.067 0.343 0.525 -0.287 0.093 -0.092
```
Positions in Å, forces in eV/Å.

Its charge is -1. Its spin multiplicity is 2. The energy above the lowest of the compared OMol25 structures with the same formula, charge and spin comes out at 119.0 kJ/mol. The expectation value of S² is 0.77.

(3)
The following is a DFT calculation (ωB97M-V/def2-TZVPD) of a molecular structure, C49H52Cl2Ge2NO2PSbZn.

```
111
Properties=species:S:1:pos:R:3:forces:R:3:lowdin_charge:R:1
Zn -0.362 -0.050 1.463 0.002 0.357 0.296 0.817
Cl 2.411 -0.649 5.447 -0.008 0.114 -0.087 0.709
C 1.528 0.771 4.978 0.142 -0.043 0.120 -0.569
C 1.723 1.957 5.711 0.015 -0.046 -0.018 -0.122
C 1.038 3.093 5.396 -0.017 -0.028 0.032 -0.608
Cl 1.327 4.553 6.303 -0.039 -0.069 -0.069 0.681
C 0.069 3.077 4.363 0.003 0.051 0.007 -0.170
C -0.752 4.166 4.007 -0.026 0.034 0.055 -0.008
C -1.731 3.996 3.070 0.001 -0.003 -0.005 -0.029
C -1.869 2.750 2.439 0.092 -0.158 0.168 -0.106
N -1.070 1.731 2.690 0.042 0.238 -0.354 0.077
C -0.112 1.877 3.647 -0.172 -0.064 -0.062 -0.149
C 0.666 0.700 3.901 0.158 0.068 0.147 -0.407
O 0.519 -0.353 3.156 -0.060 -0.410 -0.432 -0.206
H 2.432 1.957 6.528 -0.007 -0.001 -0.035 0.107
H -0.607 5.120 4.500 -0.033 -0.041 -0.003 0.096
H -2.392 4.806 2.792 0.005 -0.023 0.007 0.114
H -2.665 2.589 1.730 -0.022 -0.038 -0.252 0.100
O 1.099 -2.962 0.134 -0.095 -0.029 0.306 0.023
C 0.735 -2.266 -0.751 0.111 -0.631 -0.410 -0.354
C 0.783 -2.440 -2.219 0.002 0.282 -0.069 -0.197
C 1.490 -3.326 -3.019 0.009 -0.020 0.095 0.003
C 1.447 -3.111 -4.388 -0.053 0.036 0.003 -0.067
C 0.714 -2.043 -4.908 0.017 -0.079 0.009 -0.053
C 0.007 -1.167 -4.089 -0.081 0.070 -0.005 -0.065
C 0.042 -1.368 -2.722 0.112 -0.167 0.393 -0.215
P -0.376 -0.558 -1.024 -0.548 0.370 -0.513 0.751
C 1.187 0.512 -1.318 -0.023 -0.019 0.138 -0.383
C 2.293 0.320 -0.503 -0.169 0.146 0.179 -0.127
C 3.464 1.047 -0.707 -0.016 0.005 0.037 -0.072
C 3.529 1.977 -1.733 -0.018 -0.010 -0.026 -0.085
C 2.430 2.163 -2.569 -0.007 0.003 0.035 -0.068
C 1.276 1.424 -2.366 0.035 -0.098 0.021 -0.126
C -1.911 -1.726 -0.827 0.037 0.025 -0.337 -0.388
C -2.091 -2.515 0.298 0.072 0.058 0.054 -0.141
C -3.210 -3.332 0.430 0.004 0.003 0.088 -0.075
C -4.160 -3.372 -0.578 -0.020 0.068 -0.094 -0.083
C -3.987 -2.596 -1.721 0.069 0.038 0.074 -0.065
C -2.865 -1.788 -1.841 0.032 -0.129 0.112 -0.116
H 2.063 -4.135 -2.581 -0.005 0.045 -0.042 0.119
H 1.995 -3.763 -5.056 -0.032 0.005 -0.003 0.104
H 0.703 -1.885 -5.980 0.003 -0.009 0.016 0.107
H -0.538 -0.343 -4.529 0.168 -0.003 0.043 0.065
H 2.244 -0.388 0.325 0.082 0.016 -0.051 0.023
H 4.321 0.884 -0.064 -0.034 -0.002 0.007 0.103
H 4.433 2.553 -1.890 -0.018 -0.017 0.003 0.100
H 2.475 2.888 -3.374 0.006 -0.026 0.015 0.105
H 0.434 1.560 -3.038 0.006 0.033 -0.003 0.059
H -1.351 -2.495 1.100 0.010 -0.053 -0.017 0.090
H -3.340 -3.934 1.322 0.034 0.001 -0.030 0.106
H -5.030 -4.008 -0.480 0.007 0.013 0.006 0.101
H -4.725 -2.623 -2.514 0.015 -0.003 0.016 0.103
H -2.726 -1.199 -2.742 0.021 -0.031 0.002 0.058
C 5.238 -4.904 0.662 -0.123 0.029 -0.103 -0.190
C 3.931 -4.122 0.509 0.091 -0.041 0.138 -0.446
Sb 3.449 -2.617 2.009 0.269 0.266 -0.050 1.422
C 2.658 -3.929 3.537 0.232 -0.188 -0.089 -0.442
C 3.089 -5.397 3.483 -0.107 0.145 0.131 -0.189
C 5.490 -2.278 2.692 -0.109 -0.379 0.232 -0.456
C 6.062 -3.263 3.719 0.044 0.201 -0.084 -0.193
H 5.387 -5.581 -0.186 -0.004 0.023 0.032 0.065
H 5.239 -5.513 1.566 0.012 0.033 -0.025 0.045
H 6.107 -4.244 0.698 -0.033 -0.025 0.031 0.054
H 3.074 -4.799 0.499 0.017 0.033 -0.078 0.032
H 3.917 -3.581 -0.442 -0.012 -0.047 0.007 0.030
H 1.576 -3.835 3.418 0.019 -0.004 0.121 0.037
H 2.924 -3.481 4.498 -0.095 -0.012 -0.069 0.015
H 2.809 -5.868 2.538 0.037 0.024 0.012 0.057
H 2.614 -5.971 4.285 0.003 0.011 -0.047 0.066
H 4.167 -5.502 3.607 -0.033 -0.012 -0.016 0.043
H 5.503 -1.260 3.085 0.040 -0.032 -0.025 0.026
H 6.082 -2.286 1.772 0.038 0.091 0.074 0.028
H 5.463 -3.274 4.635 0.006 -0.027 -0.065 0.059
H 7.084 -2.992 4.006 -0.061 -0.006 -0.008 0.063
H 6.095 -4.280 3.326 -0.017 0.036 0.025 0.040
C -3.185 0.262 -4.842 -0.068 -0.051 -0.047 -0.248
Ge -2.693 1.840 -3.786 0.094 -0.198 -0.187 0.710
C -4.288 2.975 -3.964 -0.067 0.062 0.083 -0.255
C -1.263 2.791 -4.734 0.142 0.009 0.006 -0.246
Ge -1.944 1.327 -1.492 0.099 0.339 0.542 0.881
C -3.570 1.171 -0.367 -0.092 -0.078 0.026 -0.327
C -3.686 0.350 0.754 0.040 0.095 0.020 -0.148
C -4.825 0.348 1.547 -0.025 0.047 -0.033 -0.072
C -5.888 1.184 1.233 0.018 0.026 -0.025 -0.086
C -5.800 2.009 0.120 0.022 -0.009 0.018 -0.079
C -4.658 1.994 -0.672 0.068 0.006 0.086 -0.119
C -1.172 3.076 -0.904 0.077 0.042 -0.011 -0.323
C -0.059 3.243 -0.073 -0.057 -0.017 -0.114 -0.137
C 0.424 4.501 0.259 -0.108 0.029 -0.040 -0.077
C -0.217 5.640 -0.214 0.017 -0.044 0.055 -0.088
C -1.337 5.505 -1.021 -0.016 -0.044 -0.013 -0.082
C -1.797 4.238 -1.368 0.024 -0.023 0.009 -0.131
H -3.590 0.618 -5.792 -0.007 -0.036 0.015 0.027
H -3.959 -0.317 -4.335 -0.001 0.031 -0.068 0.016
H -2.341 -0.394 -5.052 -0.197 0.006 -0.008 -0.009
H -4.371 3.209 -5.028 -0.014 0.003 0.043 0.025
H -4.225 3.913 -3.411 -0.048 -0.036 -0.068 0.008
H -5.189 2.441 -3.657 0.027 0.037 -0.027 0.021
H -1.707 3.332 -5.572 0.051 -0.025 0.013 0.022
H -0.517 2.096 -5.128 -0.034 0.071 0.021 0.012
H -0.761 3.509 -4.081 -0.032 -0.036 -0.056 0.014
H -2.877 -0.312 1.031 -0.040 0.008 -0.017 0.047
H -4.878 -0.306 2.408 0.005 0.018 -0.005 0.108
H -6.775 1.198 1.854 0.002 -0.019 -0.021 0.102
H -6.621 2.670 -0.132 0.020 -0.028 -0.004 0.103
H -4.614 2.649 -1.532 -0.020 0.000 0.065 0.053
H 0.466 2.383 0.319 0.069 -0.092 -0.044 0.071
H 1.304 4.588 0.886 -0.031 0.001 0.008 0.109
H 0.154 6.625 0.045 -0.006 -0.045 -0.017 0.102
H -1.847 6.387 -1.393 0.010 -0.046 -0.005 0.102
H -2.659 4.160 -2.023 0.059 0.049 0.087 0.060
```
Positions in Å, forces in eV/Å.

Its spin multiplicity is 2. As for the total energy: -9538.66058 hartree. The expectation value of S² is 0.76.

(4)
The following is a DFT calculation (ωB97M-V/def2-TZVPD) of 2 unconnected molecules or ions with the total composition C4H12.

```
16
Properties=species:S:1:pos:R:3:forces:R:3:lowdin_charge:R:1
C -1.418 -2.072 1.026 -0.230 -1.151 2.291 -0.165
C -1.243 -0.519 1.412 -2.312 -3.788 3.388 -0.135
H -0.714 -2.442 0.240 -1.116 0.373 0.318 0.053
H -1.233 -2.791 1.932 0.400 1.539 -1.276 0.069
H -2.532 -2.373 0.956 1.753 0.831 -0.992 0.071
H -0.585 0.023 0.894 2.781 1.511 -2.272 -0.048
H -0.952 -0.402 2.532 -0.873 -0.142 -1.907 0.100
H -2.214 -0.131 1.173 -0.498 0.756 0.499 0.044
C 1.643 0.962 -0.632 -5.274 -1.070 -0.212 -0.164
C 1.044 1.671 -1.854 5.752 0.477 -2.372 -0.174
H 1.612 -0.133 -0.769 0.344 0.476 0.232 0.072
H 2.530 1.319 -0.266 2.335 0.859 0.424 0.028
H 0.844 1.209 0.125 1.129 -0.556 -0.047 0.059
H 1.769 1.449 -2.778 -1.729 -0.200 1.432 0.098
H 0.059 1.520 -2.183 -1.321 -0.235 0.142 0.036
H 1.389 2.710 -1.807 -1.141 0.319 0.352 0.055
```
Positions in Å, forces in eV/Å.

The SMILES is CC.CC. The energy above the lowest of the compared OMol25 structures with the same formula, charge and spin comes out at 159.5 kJ/mol.

(5)
The following is a DFT calculation (ωB97M-V/def2-TZVPD) of C5H2N2S in the gas phase.

```
10
Properties=species:S:1:pos:R:3:forces:R:3:lowdin_charge:R:1
C 0.373 1.200 -0.929 -2.058 0.732 -0.100 -0.682
C 1.375 0.337 -0.067 -2.907 0.681 -0.203 -0.042
C 0.712 -0.589 0.677 -0.862 3.520 -3.379 0.035
C -0.713 -0.248 0.213 -2.543 -3.164 2.015 -0.342
C -1.818 -1.236 0.622 -4.165 -6.389 -2.149 -0.076
H 2.246 0.836 0.141 2.685 0.274 0.036 0.069
H 1.070 -1.239 1.433 -0.069 -0.492 0.445 0.104
N -1.032 0.735 -0.534 3.299 -0.590 -0.088 0.080
N -2.564 -2.241 0.491 5.542 7.676 1.432 0.122
S 0.350 2.446 -2.047 1.079 -2.249 1.991 0.732
```
Positions in Å, forces in eV/Å.

The SMILES is N#CC1=NC(=S)C=C1. The energy above the lowest of the compared OMol25 structures with the same formula, charge and spin comes out at 157.1 kJ/mol.

(6)
The following is a DFT calculation (ωB97M-V/def2-TZVPD) of C8H7N3OS in the gas phase.

```
20
Properties=species:S:1:pos:R:3:forces:R:3:lowdin_charge:R:1
C 0.883 0.559 1.737 -3.022 -0.810 -0.129 -0.102
C 0.067 -0.607 1.271 1.438 0.107 -0.664 -0.159
C -0.348 -1.821 1.833 1.375 -0.439 -0.346 -0.029
C -0.725 -2.654 0.719 -0.966 0.303 -1.478 -0.063
C -0.583 -1.878 -0.462 -0.710 -2.466 2.998 -0.136
C 0.004 0.405 -1.070 -0.658 -0.785 0.782 -0.580
C 0.876 1.961 -2.410 -0.048 -0.340 0.450 -0.182
C -0.327 1.708 -2.997 -2.211 1.157 -1.868 -0.428
H 1.167 -0.086 4.661 0.417 0.793 0.510 0.084
H 0.830 1.440 1.088 0.835 -0.405 0.347 0.102
H -0.063 -2.137 2.881 -0.939 0.555 -1.606 0.116
H -1.233 -3.667 0.626 1.032 1.446 0.665 0.112
H -0.884 -2.197 -1.406 -0.209 -0.045 -1.527 0.089
H 1.767 2.568 -2.847 -1.978 -1.092 1.204 0.139
H -0.940 2.141 -3.871 1.946 -0.389 1.175 0.084
N 1.182 0.765 2.945 1.028 0.744 1.201 -0.009
N -0.086 -0.688 -0.146 0.423 2.105 1.285 -0.069
N 0.991 1.220 -1.183 0.535 -0.175 -1.903 0.057
O 0.953 -0.325 3.770 -0.483 -0.814 -1.117 -0.067
S -1.372 0.589 -2.146 2.196 0.548 0.020 1.041
```
Positions in Å, forces in eV/Å.

The SMILES is O/N=C\c1cccn1-c1nccs1. The energy above the lowest of the compared OMol25 structures with the same formula, charge and spin comes out at 161.5 kJ/mol.